DFT (wB97M-V/def2-TZVPD) results for a molecular structure, C8H13Cl2DyInN3O3.

```
! RIJCOSX wB97M-V def2-TZVPD def2/J DEFGRID3
* xyz 4 6
Dy 0.194 0.022 -0.087
In 0.189 -2.918 -0.269
Cl 2.089 -1.423 -0.568
Cl -0.615 -1.743 1.718
O -2.295 -5.014 -0.056
O -2.614 1.660 0.728
O 1.109 -4.521 -2.954
N 1.377 3.439 1.895
N 1.849 2.874 -0.400
N 1.490 1.214 1.173
C 1.449 4.929 1.773
C 0.750 -3.935 -1.926
C 1.858 1.794 -1.482
C -1.628 1.037 0.440
C -1.339 -4.236 -0.146
C 2.353 4.125 -1.014
C 1.620 2.599 0.910
C 0.673 3.118 3.203
H 2.085 2.180 -2.493
H 2.595 1.037 -1.258
H 3.270 3.953 -1.586
H 1.461 0.915 2.167
H 0.417 2.066 3.325
H 1.016 5.460 2.633
H -0.281 3.656 3.261
H 1.600 4.574 -1.686
H 2.649 4.853 -0.252
H 0.870 5.241 0.906
H 2.501 5.249 1.736
H 0.812 1.356 -1.605
H 1.289 3.428 4.073
*
```

Results
<S²>: 9.337
Calculated total energy: -73369.87294 eV


DFT (wB97M-V/def2-TZVPD) results for a molecular structure, C31H24Br2HgIN3OS3.

```
! RIJCOSX wB97M-V def2-TZVPD def2/J DEFGRID3
* xyz -1 2
Hg 0.673 1.976 -0.283
I 1.506 0.760 -2.531
Br 3.183 -0.874 -5.698
Br 0.561 2.263 3.321
S 4.253 4.787 0.733
S 1.303 4.616 0.095
S -8.225 0.899 2.017
O -7.631 -0.462 -0.146
N 1.154 0.138 1.677
N -0.984 -1.471 -0.231
N 2.933 2.572 0.402
C 5.186 -2.207 -4.164
C -1.197 -1.947 -3.649
C 3.964 -1.554 -4.084
C 1.171 -2.164 2.280
C -6.516 1.306 1.701
C -4.210 0.883 2.136
C 5.756 -2.700 -3.002
C -6.191 2.122 0.630
C 1.342 -1.136 1.368
C 3.318 -1.420 -2.888
C 6.071 0.685 0.728
C -2.507 1.768 0.632
C 0.557 -0.515 3.896
C -1.356 1.834 0.253
C -1.513 -1.570 -1.241
C 5.108 -2.557 -1.787
C 6.483 3.057 0.934
C -8.459 -0.281 0.703
C -9.773 -0.998 0.820
C 0.763 -1.843 3.566
C 0.773 0.428 2.903
C 4.230 2.203 0.592
C -3.861 1.655 1.025
C -2.187 -1.746 -2.501
C 6.948 1.751 0.902
C 3.883 -1.905 -1.735
C -4.864 2.295 0.294
C -5.535 0.707 2.474
C 5.128 3.275 0.782
C 2.767 3.871 0.401
C 4.716 0.900 0.586
H -3.429 0.406 2.712
H 6.713 -3.202 -3.048
H 1.345 -3.188 1.990
H -6.972 2.597 0.056
H 0.245 -0.199 4.878
H -1.733 -2.100 -4.583
H 8.008 1.564 1.016
H 5.678 -2.327 -5.120
H 6.452 -0.327 0.689
H -0.551 -1.083 -3.757
H -10.420 -0.507 1.540
H 7.166 3.887 1.059
H -9.581 -2.019 1.149
H 1.645 -1.330 0.350
H 3.377 -1.783 -0.790
H -0.562 -2.808 -3.459
H -5.816 0.093 3.318
H 5.556 -2.940 -0.879
H -4.588 2.913 -0.548
H -2.798 -0.857 -2.678
H -10.252 -1.039 -0.156
H 4.028 0.081 0.456
H 0.619 -2.620 4.302
H -2.849 -2.615 -2.412
*
```

Results
<S²>: 0.760
Calculated total energy: -223920.59221 eV


DFT (wB97M-V/def2-TZVPD) results for 11 unconnected molecules or ions with the total composition H21O11.

```
! RIJCOSX wB97M-V def2-TZVPD def2/J DEFGRID3
* xyz -1 1
O -3.056 0.430 0.366
O -1.767 -1.879 1.497
O 0.205 -2.492 -0.919
O 0.245 0.044 0.098
O 1.730 1.795 -2.536
O -1.403 2.136 -1.004
O 1.148 -1.871 2.267
O 2.724 -0.464 -0.509
O -0.175 -0.136 -2.458
O 1.394 2.373 0.298
O -0.156 0.823 2.524
H 1.718 2.140 -1.667
H -0.624 -0.232 0.299
H 0.906 -1.498 1.404
H -1.492 -2.779 1.278
H 0.650 -2.678 2.171
H -0.610 1.606 -0.803
H 0.141 -0.974 -2.837
H 1.138 1.045 -2.535
H -1.504 2.042 -1.936
H 0.140 -1.609 -0.455
H 0.110 -0.142 -1.543
H -2.635 -0.188 0.937
H -1.641 -1.842 2.433
H 1.071 1.470 0.093
H 1.801 -0.180 -0.268
H 0.743 2.846 0.857
H -0.014 0.556 1.597
H -0.894 1.414 2.550
H -0.675 -2.520 -1.274
H -2.384 0.840 -0.171
H 3.163 -0.077 0.243
*
```

Results
Calculated total energy: -22865.72816 eV